{"formula": "C4H12O", "method": "ωB97M-V/def2-TZVPD", "elements": ["C", "C", "O", "H", "H", "H", "H", "H", "H", "C", "C", "H", "H", "H", "H", "H", "H"], "xyz": [[-2.942, -0.270, -0.466], [-2.106, -0.570, 0.766], [-0.702, -0.527, 0.303], [-3.362, 0.726, -0.598], [-3.826, -0.935, -0.502], [-2.421, -0.485, -1.403], [-2.148, 0.246, 1.485], [-2.127, -1.514, 1.335], [-0.290, 0.282, 0.595], [1.883, 0.019, -0.466], [3.132, 0.793, 0.107], [1.047, 0.688, -0.594], [2.059, -0.484, -1.421], [1.562, -0.694, 0.294], [2.743, 1.752, 0.378], [3.903, 0.852, -0.660], [3.597, 0.121, 0.850]], "forces_ev_per_angstrom": [[-1.697, -1.481, -0.423], [2.596, 1.249, -0.392], [-0.913, -0.589, 0.330], [0.359, 0.260, 0.595], [0.202, 0.226, 0.080], [0.352, -0.120, 0.379], [-0.629, -0.089, 0.266], [-0.932, 0.188, -0.756], [-0.052, 0.190, 0.168], [1.010, 0.139, 0.640], [-0.498, -2.203, -1.378], [-0.036, 0.326, -0.407], [0.018, -0.015, 0.262], [0.042, -0.213, -0.402], [0.610, 0.571, 0.826], [-0.087, 0.547, -0.107], [-0.346, 1.014, 0.316]], "smiles": "CCO.CC", "gap_ev": 11.231, "e_homo_ev": -10.29, "de_lowest_ev": 1.3316, "e_lumo_ev": 0.944}

***

{"formula": "C4H12O", "method": "ωB97M-V/def2-TZVPD", "elements": ["C", "O", "H", "H", "H", "H", "C", "C", "C", "H", "H", "H", "H", "H", "H", "H", "H"], "xyz": [[-0.913, -1.749, 1.589], [-0.115, -2.874, 1.331], [0.836, -2.663, 1.465], [-0.710, -1.488, 2.639], [-1.970, -2.012, 1.539], [-0.748, -1.015, 0.773], [-0.239, 1.638, -1.001], [0.333, 0.836, -2.111], [0.846, 2.235, 0.002], [-0.711, 0.955, -0.226], [-0.862, 2.476, -1.288], [-0.140, -0.122, -2.374], [0.497, 1.428, -3.011], [0.418, 2.558, 0.950], [1.301, 0.443, -1.756], [1.203, 3.121, -0.528], [1.639, 1.520, 0.202]], "forces_ev_per_angstrom": [[-0.291, -1.238, 0.612], [0.182, 0.179, -0.496], [-0.606, -0.140, 0.075], [0.207, 1.094, -0.435], [0.163, -0.376, -0.233], [0.337, 0.673, 0.384], [0.515, -0.044, 0.797], [0.949, -0.274, 0.071], [-0.262, -0.050, 0.150], [-0.148, 0.031, -0.206], [-0.431, -0.260, -0.097], [-0.556, 0.329, -0.085], [-0.199, -0.146, -0.072], [-0.122, 0.028, -0.125], [0.019, 0.150, -0.131], [0.227, 0.042, -0.074], [0.016, 0.003, -0.136]], "gap_ev": [12.791, 3.393], "charge": 1, "e_homo_ev": [-16.02, -14.00], "de_lowest_ev": 1.0774, "spin_multiplicity": 2, "s2": 0.7559, "e_lumo_ev": [-3.230, -10.606]}

***

{"formula": "C4H12O", "method": "ωB97M-V/def2-TZVPD", "elements": ["C", "C", "O", "H", "H", "H", "H", "H", "H", "C", "C", "H", "H", "H", "H", "H", "H"], "xyz": [[-0.475, -0.984, 2.204], [0.599, -0.241, 1.420], [-1.733, -0.887, 1.652], [-0.255, -2.052, 2.304], [-0.648, -0.665, 3.273], [0.421, -0.211, 0.370], [-1.992, 0.034, 1.420], [1.552, -0.750, 1.563], [0.775, 0.751, 1.830], [1.403, 0.743, -2.239], [0.080, 1.183, -2.824], [2.117, 1.563, -2.128], [1.317, 0.201, -1.302], [1.923, 0.081, -2.936], [-0.478, 1.926, -2.257], [0.168, 1.504, -3.856], [-0.645, 0.356, -2.848]], "forces_ev_per_angstrom": [[0.249, -1.103, -1.187], [0.563, 0.862, 1.499], [-0.266, -0.036, 0.595], [-0.319, -0.055, 0.120], [0.214, 0.358, 0.063], [-0.521, 0.011, -0.645], [0.204, 0.054, -0.282], [-0.057, -0.370, 0.200], [-0.119, 0.271, -0.274], [0.702, 0.139, -0.632], [-1.044, -0.663, 0.106], [-0.256, 0.117, 0.308], [0.003, 0.051, 0.140], [-0.228, -0.197, 0.075], [0.427, 0.455, 0.090], [0.119, 0.265, -0.034], [0.328, -0.159, -0.139]], "gap_ev": [10.476, 4.042], "charge": 1, "e_homo_ev": [-14.53, -14.53], "de_lowest_ev": 0.3770, "spin_multiplicity": 2, "s2": 0.7543, "e_lumo_ev": [-4.057, -10.490]}

***

{"formula": "C4H12O2", "method": "ωB97M-V/def2-TZVPD", "elements": ["C", "C", "C", "C", "H", "H", "H", "H", "H", "H", "H", "H", "H", "H", "O", "H", "H", "O"], "xyz": [[-0.050, -0.324, 1.423], [-0.467, -0.370, 0.160], [-1.936, -0.505, -0.215], [1.358, -0.308, 1.914], [-0.813, -0.498, 2.187], [0.234, -0.307, -0.648], [-2.192, -0.523, -1.269], [-2.454, -1.325, 0.340], [-2.384, 0.433, 0.126], [1.990, -0.777, 1.165], [1.479, -0.781, 2.891], [1.826, 0.650, 2.204], [0.899, 3.935, -2.649], [0.463, 4.336, -1.224], [0.951, 4.652, -2.008], [0.413, -2.712, -2.254], [0.631, -3.046, -0.778], [0.052, -2.531, -1.367]], "forces_ev_per_angstrom": [[-0.709, -0.276, 0.317], [-0.369, -0.084, 0.068], [-0.183, 0.444, 1.155], [0.741, 0.503, 0.425], [0.049, 0.249, -0.048], [0.245, 0.099, -0.173], [0.468, -0.487, -0.186], [0.506, 0.489, -0.598], [-0.357, -0.004, 0.139], [0.325, -0.105, 0.119], [-0.251, -0.791, -0.229], [-0.513, 0.260, -0.746], [-0.046, -0.145, 0.103], [0.324, 0.032, -0.558], [-0.262, 0.082, 0.452], [-0.007, -0.061, 0.034], [-0.002, 0.012, -0.046], [0.040, -0.218, -0.226]], "gap_ev": [2.521, 9.123], "charge": -1, "e_homo_ev": [0.99, -5.54], "de_lowest_ev": 0.8281, "spin_multiplicity": 2, "s2": 0.7504, "e_lumo_ev": [3.513, 3.587]}

***

{"formula": "C4H12O2", "method": "ωB97M-V/def2-TZVPD", "elements": ["C", "C", "O", "H", "H", "H", "H", "H", "H", "C", "C", "O", "H", "H", "H", "H", "H", "H"], "xyz": [[1.299, -1.073, -1.725], [2.042, 0.235, -1.732], [1.830, 0.937, -0.561], [1.676, -1.730, -0.923], [1.435, -1.585, -2.692], [0.221, -0.906, -1.565], [3.121, 0.023, -1.854], [1.729, 0.885, -2.571], [2.223, 1.829, -0.654], [-2.434, -0.132, 2.311], [-1.626, 0.382, 1.098], [-0.207, 0.413, 1.363], [-3.519, 0.061, 2.262], [-2.023, 0.390, 3.192], [-2.275, -1.216, 2.438], [-1.857, -0.309, 0.265], [-1.969, 1.392, 0.803], [0.332, 0.405, 0.544]], "forces_ev_per_angstrom": [[-0.370, -0.342, 0.080], [0.850, -0.122, -1.680], [0.049, 1.336, 1.298], [-0.177, 0.247, -0.290], [-0.068, 0.183, 0.397], [0.340, -0.122, -0.077], [-0.268, 0.089, -0.091], [0.073, -0.517, -0.023], [-0.434, -0.845, 0.270], [1.006, 0.255, 0.245], [-0.171, -0.246, -0.524], [-0.768, -0.343, 0.050], [0.519, 0.046, -0.279], [-0.321, -0.299, -0.107], [-0.037, 0.442, 0.020], [0.248, 0.360, 0.058], [0.096, -0.345, 0.161], [-0.567, 0.224, 0.491]], "smiles": "CCO.CCO", "gap_ev": 10.484, "e_homo_ev": -9.72, "de_lowest_ev": 0.5856, "e_lumo_ev": 0.762}

***

{"formula": "C4H12O2", "method": "ωB97M-V/def2-TZVPD", "elements": ["C", "C", "C", "C", "H", "H", "H", "H", "H", "H", "H", "H", "O", "H", "H", "O", "H", "H"], "xyz": [[0.654, -1.493, 0.074], [0.170, -0.316, -0.319], [1.090, 0.864, -0.641], [-1.231, 0.169, -0.049], [-0.113, -2.214, 0.580], [1.737, -1.607, 0.118], [2.154, 0.656, -0.623], [0.830, 1.714, 0.017], [0.972, 1.302, -1.646], [-1.459, 0.716, 0.899], [-1.889, -0.737, -0.231], [-1.432, 0.964, -0.808], [-1.425, 0.661, -3.521], [-0.571, 0.169, -3.395], [-1.153, 1.624, -3.270], [0.691, -0.469, 4.237], [-0.018, -0.873, 3.753], [0.994, -1.129, 4.825]], "forces_ev_per_angstrom": [[-1.719, -0.443, 0.955], [1.014, 1.730, 1.575], [-0.199, 0.279, -0.671], [-1.083, -0.475, -1.523], [1.867, 0.992, -1.142], [-0.376, -0.595, -0.135], [0.131, -0.231, 0.507], [0.335, -0.496, 0.010], [-0.465, -0.351, 0.029], [0.654, -0.965, -0.298], [0.159, 1.426, 0.474], [-0.335, -0.868, 0.277], [2.021, 2.020, 0.860], [-1.205, 0.581, -0.168], [-0.806, -2.610, -0.727], [0.006, 1.327, -0.581], [-0.529, -0.266, -0.425], [0.530, -1.054, 0.983]], "smiles": "C=C(C)C.O.O", "gap_ev": 10.096, "e_homo_ev": -9.45, "de_lowest_ev": 1.3279, "e_lumo_ev": 0.641}

***

{"formula": "C4H12O2PS2", "method": "ωB97M-V/def2-TZVPD", "elements": ["C", "C", "C", "C", "S", "S", "P", "O", "O", "H", "H", "H", "H", "H", "H", "H", "H", "H", "H", "H", "H"], "xyz": [[2.846, -0.510, 0.374], [1.444, -1.118, 0.544], [0.519, -0.866, -0.630], [-0.012, 0.558, -0.722], [-1.081, 0.998, 0.687], [-1.000, 3.068, 0.874], [-3.224, 0.747, 0.280], [-3.629, -0.640, 0.984], [-3.392, 0.612, -1.314], [3.473, -1.198, -0.177], [2.832, 0.452, -0.132], [3.257, -0.322, 1.358], [1.023, -0.765, 1.483], [1.573, -2.190, 0.644], [-0.340, -1.534, -0.529], [0.966, -1.099, -1.592], [0.783, 1.288, -0.813], [-0.590, 0.657, -1.637], [0.315, 3.231, 1.135], [-2.976, -1.360, 0.940], [-2.787, -0.010, -1.757]], "forces_ev_per_angstrom": [[-0.611, 0.047, 0.220], [0.874, 0.066, -0.262], [-0.760, -0.003, 0.720], [-0.067, -0.217, -0.933], [2.136, -0.480, 0.483], [-0.697, 0.353, -0.387], [-2.975, 1.709, 0.259], [1.586, -0.134, -0.513], [1.316, -0.680, 0.402], [0.294, 0.048, -0.105], [-0.011, 0.092, -0.185], [0.386, -0.131, 0.099], [-0.331, 0.041, 0.038], [-0.117, -0.217, 0.159], [-0.122, -0.153, -0.153], [0.247, -0.031, -0.082], [0.092, 0.272, 0.400], [-0.248, 0.229, -0.072], [-0.068, -0.616, 0.104], [-0.489, -0.216, 0.088], [-0.436, 0.023, -0.281]], "gap_ev": 9.318, "charge": 1, "e_homo_ev": -14.01, "e_lumo_ev": -4.692}

***

no.,total energy (Ha)
1,-234.78368
2,-234.40098
3,-234.42672
4,-309.99805
5,-310.05140
6,-310.02412
7,-1447.57277